The following is a DFT calculation (ωB97M-V with the def2-TZVPD basis set) of a structure of composition C17H31N4Pd.

Computed properties:
LUMO level (spin up / spin down) ... -8.547 / -13.449 eV
Energy above the lowest of the compared OMol25 structures with the same formula, charge and spin ... 0.420 eV
Gap between HOMO and LUMO (spin up / spin down) ... 0.31936 / 0.19913 hartree
E_HOMO (spin up / spin down) ... -17.2 / -18.9 eV
2S+1 ... 5
Energy ... -27540.8473 eV
M ... 397.88 g/mol
Charge ... +3

The geometry in XYZ format:
```
53
Properties=species:S:1:pos:R:3:mulliken_spin:R:1
Pd 0.096 0.202 -0.744 1.61
C -2.359 3.091 -1.023 0.00
C -2.668 1.632 -1.330 0.01
N -2.096 0.646 -0.393 0.37
C -2.342 0.798 1.051 -0.02
C -1.518 -0.226 1.801 0.00
N -0.076 -0.118 1.475 0.33
C 0.620 1.004 2.141 -0.01
C 2.144 0.965 2.002 0.00
C 2.735 0.308 0.763 0.00
N 2.248 0.781 -0.555 0.30
C 2.543 2.179 -0.944 0.02
C 1.426 3.104 -0.548 -0.01
N 0.127 2.587 -1.024 0.19
C -0.976 3.399 -0.468 -0.01
H -3.085 3.500 -0.320 0.00
H -2.518 3.634 -1.956 0.00
H -2.315 1.353 -2.324 0.02
H -3.756 1.503 -1.347 0.03
H -2.405 -0.286 -0.683 -0.02
H -3.401 0.628 1.268 0.02
H -2.113 1.815 1.351 0.01
H -1.843 -1.234 1.540 0.00
H -1.675 -0.097 2.874 0.01
H 0.375 -1.001 1.704 -0.02
H 0.380 0.995 3.207 0.02
H 0.203 1.926 1.742 0.01
H 2.566 0.406 2.839 0.00
H 2.515 1.985 2.119 0.00
H 2.566 -0.770 0.782 0.01
H 3.819 0.453 0.801 0.02
H 2.665 0.171 -1.257 -0.01
H 2.682 2.201 -2.025 0.00
H 3.478 2.508 -0.485 0.01
H 1.621 4.094 -0.970 0.01
H 1.368 3.230 0.531 0.00
H 0.100 2.632 -2.043 -0.01
H -0.772 4.457 -0.653 0.02
H -0.941 3.285 0.615 0.00
C 0.183 -1.947 -1.531 0.27
C 0.078 -3.232 -0.919 0.15
C -1.172 -3.938 -0.912 0.11
C -1.246 -5.212 -0.446 0.05
C -0.078 -5.855 0.039 0.29
C 1.157 -5.161 0.085 0.05
C 1.235 -3.887 -0.378 0.11
H -0.616 -1.695 -2.230 0.03
H 1.185 -1.691 -1.888 0.03
H -2.052 -3.465 -1.332 0.00
H -2.188 -5.742 -0.454 0.00
H -0.129 -6.887 0.364 0.00
H 2.036 -5.655 0.476 0.00
H 2.190 -3.374 -0.389 0.00
```